{"formula": "C22H22Cl2N6O2S2TeV", "method": "the ωB97M-V functional and the def2-TZVPD basis", "elements": ["V", "C", "S", "C", "S", "N", "N", "C", "C", "C", "C", "C", "C", "N", "H", "H", "H", "H", "H", "H", "H", "H", "N", "C", "C", "N", "C", "C", "N", "H", "H", "H", "H", "H", "Cl", "C", "Cl", "C", "O", "O", "H", "C", "Te", "C", "C", "C", "C", "C", "C", "C", "H", "H", "H", "H", "H", "H", "H", "H"], "xyz": [[-0.3141, -0.8034, 0.5954], [-0.9962, -5.2249, 3.9813], [-0.0419, -3.7225, 4.2437], [-0.0454, -3.0321, 2.6629], [0.8611, -1.5403, 2.5064], [-0.6408, -3.6257, 1.6734], [-0.5166, -2.8789, 0.5297], [-0.5803, -3.4735, -0.5980], [-0.4176, -2.6272, -1.7699], [-0.5001, -3.1036, -3.0661], [-0.3534, -2.2033, -4.1118], [-0.1509, -0.8653, -3.8224], [-0.0987, -0.4677, -2.4973], [-0.2086, -1.3279, -1.4855], [-1.0458, -5.7156, 4.9513], [-0.5022, -5.8756, 3.2649], [-1.9988, -4.9857, 3.6376], [-0.7643, -4.5402, -0.6646], [-0.6761, -4.1545, -3.2478], [-0.4077, -2.5461, -5.1362], [-0.0395, -0.1218, -4.5986], [0.0311, 0.5720, -2.2386], [-0.3552, 1.8328, 5.7428], [-0.6275, 2.1707, 4.4615], [0.2261, 1.7681, 3.4059], [-0.0324, 2.0757, 2.1560], [-1.1303, 2.8121, 1.9124], [-1.9523, 3.2070, 2.9449], [-1.7175, 2.8869, 4.2166], [0.4289, 1.2544, 5.9767], [-0.9923, 2.1127, 6.4668], [1.1101, 1.1755, 3.6180], [-1.3388, 3.0806, 0.8853], [-2.8381, 3.8005, 2.7512], [-4.6135, -0.8650, -0.4707], [-3.9655, 0.4651, 0.5151], [-4.7755, 0.6365, 2.0579], [-2.4896, 0.1588, 0.6880], [-2.0635, -0.5242, 1.6568], [-1.6779, 0.5280, -0.2116], [-4.0906, 1.3753, -0.0614], [3.0270, 0.1189, -1.4323], [2.0226, 0.7506, 0.3442], [1.2861, 2.3771, -0.8129], [2.0137, 2.3197, -2.1336], [1.8466, 3.3369, -3.0716], [2.4991, 3.2840, -4.2909], [3.3313, 2.2105, -4.5847], [3.5040, 1.1971, -3.6580], [2.8472, 1.2408, -2.4302], [2.5893, -0.8126, -1.7921], [4.0758, -0.0667, -1.2098], [1.4678, 3.2981, -0.2631], [0.2071, 2.2623, -0.9240], [1.2046, 4.1776, -2.8371], [2.3687, 4.0817, -5.0097], [3.8514, 2.1715, -5.5325], [4.1598, 0.3646, -3.8839]], "forces_ev_per_a": [[0.4, 0.0, 0.2], [0.0, -0.1, 0.0], [0.0, 0.0, -0.1], [0.0, -0.1, 0.1], [0.0, 0.0, -0.1], [0.1, 0.1, 0.1], [-0.2, 0.2, 0.0], [-0.2, -0.1, 0.1], [-0.1, -0.1, -0.1], [0.1, 0.1, 0.0], [0.0, 0.0, 0.0], [0.0, 0.0, 0.0], [0.0, 0.0, 0.0], [0.0, 0.0, -0.1], [0.0, 0.0, 0.0], [0.0, 0.0, 0.0], [0.0, 0.0, 0.0], [0.1, 0.0, 0.0], [0.0, 0.0, 0.0], [0.0, 0.0, 0.0], [0.0, 0.0, 0.0], [0.0, 0.0, 0.0], [0.0, 0.0, 0.0], [0.0, 0.0, 0.0], [0.0, 0.0, 0.1], [-0.1, -0.1, 0.0], [0.1, 0.0, -0.1], [0.0, 0.0, 0.1], [0.0, 0.0, 0.0], [0.0, 0.0, 0.0], [0.0, 0.0, 0.0], [0.0, 0.0, 0.0], [0.0, 0.0, 0.0], [0.0, 0.0, 0.0], [0.0, 0.0, 0.0], [0.1, 0.1, 0.0], [0.0, 0.0, 0.0], [-0.2, 0.0, 0.3], [-0.1, -0.3, -0.4], [0.0, 0.1, -0.1], [0.0, 0.0, 0.0], [0.0, 0.0, -0.1], [0.1, 0.1, 0.1], [0.0, 0.0, -0.1], [0.0, 0.0, 0.0], [0.0, 0.0, 0.0], [0.0, 0.0, 0.0], [0.0, 0.0, 0.0], [0.0, 0.0, 0.0], [0.0, 0.0, 0.0], [0.0, 0.0, 0.0], [0.0, 0.0, 0.0], [0.1, 0.0, 0.0], [0.0, 0.0, 0.0], [0.0, 0.0, 0.0], [0.0, 0.0, 0.0], [0.0, 0.0, 0.0], [0.0, 0.0, 0.0]], "lumo_ev": [-3.8, -4.2], "e_homo_ev": [-10.9, -10.9], "homo_lumo_gap_ev": [7.1, 6.7], "relative_energy_kcal_mol": 2.9, "s2": 2.0278, "total_charge": 1, "spin_multiplicity": 3}